1.
ORCA calculation (ωB97M-V/def2-TZVPD) on C20H17Cl5GeN6OS2Sc as an isolated structure.

Output
Energy   -7110.873964 a.u.
ΔE to the lowest compared entry with this formula, charge and spin   13.574 eV
LUMO (alpha / beta)   -0.018 / -0.070 hartree
⟨S²⟩   0.790
HOMO (alpha / beta)   -0.28541 / -0.28225 hartree
Multiplicity   2

Geometry as XYZ:
```
53
C20H17Cl5GeN6OS2Sc | the Open Molecules 2025 dataset | ωB97M-V/def2-TZVPD
Sc 1.4168 0.3294 -0.0917
C 0.0954 -0.1011 5.1069
S -0.9066 -0.6514 3.7106
C -0.5151 0.5567 2.4531
S 1.1457 1.0725 2.2589
N -1.6124 0.8093 1.8548
N -0.2977 0.4600 -0.9573
C -0.9830 3.0606 -0.0300
C 0.2813 3.3757 -0.6689
C 0.3236 4.7262 -1.0862
C 1.4515 5.2496 -1.6573
C 2.5615 4.4271 -1.8311
C 2.4641 3.1300 -1.4000
N 1.3757 2.5919 -0.8156
H -0.1272 -0.7971 5.9139
H 1.1582 -0.1364 4.8795
H -0.1944 0.9025 5.4078
H -1.5273 3.8458 0.4728
H -0.5620 5.3337 -0.9607
H 1.4689 6.2829 -1.9784
H 3.4743 4.7791 -2.2883
H 3.3010 2.4593 -1.5389
N -0.1725 -4.4484 -2.6675
C 0.6700 -4.9626 -1.7380
O 1.1707 -6.0656 -1.8224
C 0.9735 -4.0749 -0.5640
C 1.3328 -4.6633 0.6430
C 1.5972 -3.8560 1.7325
C 1.5189 -2.4830 1.5779
N 1.2081 -1.9090 0.4127
C 0.9482 -2.6963 -0.6384
H -0.4276 -5.0522 -3.4312
H -0.7740 -3.6669 -2.4653
H 1.3950 -5.7421 0.6988
H 1.8650 -4.2733 2.6923
H 1.7183 -1.8104 2.4022
H 0.7095 -2.1879 -1.5663
Cl 4.9262 -1.1722 1.3156
Ge 4.3965 0.7910 0.4545
Cl 6.2490 1.2930 -0.5730
Cl 3.1833 -0.2193 -1.6991
Cl -3.4786 -2.6615 -1.6887
C -3.3991 -0.8831 -1.6457
C -4.6889 -0.2243 -1.5695
C -5.0822 0.8903 -0.9338
C -4.4758 1.8637 -0.0093
C -3.3195 2.1834 0.5496
Cl -1.7037 1.6187 0.3172
C -2.2183 -0.3373 -1.7302
N -1.0807 0.1160 -1.9483
H -5.4659 -0.7491 -2.1170
H -6.1278 1.1263 -1.0967
H -5.2397 2.5497 0.3541
```

***

2.
ORCA calculation (ωB97M-V/def2-TZVPD) on one molecule with the formula C5H7NO.

Output
Energy   -324.597326 a.u.
ΔE to the lowest compared entry with this formula, charge and spin   3.460 eV
LUMO   0.031 hartree
HOMO   -0.29668 hartree

Geometry as XYZ:
```
14
C5H7NO | the Open Molecules 2025 dataset | ωB97M-V/def2-TZVPD
C 1.1849 -1.3421 -0.9174
C 0.6925 -0.3764 0.1045
C -0.5229 0.0443 0.5000
N -1.2122 -1.1548 0.8595
C -0.8414 1.4240 0.4916
C 0.2406 2.1362 0.0034
O 1.2696 1.4657 -0.3842
H 1.5527 -2.3149 -0.5547
H 0.4689 -1.5133 -1.7414
H 2.0355 -0.7842 -1.3027
H -1.3881 -1.2805 1.8454
H -1.9691 -1.4110 0.2411
H -1.7464 1.8643 0.8830
H 0.2353 3.2428 -0.0281
```

***

3.
ORCA calculation (ωB97M-V/def2-TZVPD) on one molecule with the formula C3H3N3O2.

Output
SMILES   O=CNc1nnco1
Energy   -430.813476 a.u.
ΔE to the lowest compared entry with this formula, charge and spin   2.925 eV
LUMO   0.018 hartree
HOMO   -0.35688 hartree

Geometry as XYZ:
```
11
C3H3N3O2 | the Open Molecules 2025 dataset | ωB97M-V/def2-TZVPD
O 2.3495 -1.1955 -0.0005
C 2.2450 -0.0464 -0.0636
N 0.9683 0.7102 0.1827
C -0.2500 0.0465 0.0704
N -0.4829 -1.1863 0.1081
N -1.8455 -1.3512 0.0532
C -2.3878 -0.1980 -0.0272
O -1.3865 0.7737 0.0185
H 3.0782 0.5756 -0.0266
H 1.1024 1.7965 -0.1126
H -3.3907 0.0748 -0.2023
```

***

4.
ORCA calculation (ωB97M-V/def2-TZVPD) on C30H34BGeN7OPdS3 as an isolated structure.

Output
Energy   -5045.947387 a.u.
ΔE to the lowest compared entry with this formula, charge and spin   0.000 eV
LUMO (alpha / beta)   0.079 / 0.078 hartree
⟨S²⟩   3.777
Net charge   -1
HOMO (alpha / beta)   -0.06208 / -0.13077 hartree
Multiplicity   4

Geometry as XYZ:
```
78
C30H34BGeN7OPdS3 | the Open Molecules 2025 dataset | ωB97M-V/def2-TZVPD
Pd 0.6160 -0.5529 0.4782
C 3.6088 -1.4837 -2.2391
N 3.4161 -2.3175 -1.0516
C 3.5235 -3.6581 -1.0081
C 3.2885 -4.0707 0.2862
N 3.0192 -2.9915 1.0553
B 2.7156 -3.0976 2.5778
N 1.1934 -2.9914 2.8832
C 0.4247 -4.0704 3.1545
C -0.8693 -3.6577 3.3906
N -0.9131 -2.3172 3.2819
C -2.1005 -1.4833 3.4752
C 0.3485 -1.9302 2.9770
S 0.7390 -0.5529 2.8262
C 3.1131 -1.9304 0.2104
S 2.9640 -0.5529 0.6012
H 3.8537 -2.1111 -3.1227
H 4.4433 -0.7720 -2.0664
H 2.6789 -0.9159 -2.4528
H 3.7631 -4.2922 -1.8520
H 3.3092 -5.0956 0.6359
H 3.3725 -2.3507 3.2339
H 3.0472 -4.1966 2.9091
H 0.7745 -5.0952 3.1757
H -1.7129 -4.2916 3.6318
H -2.9837 -2.1106 3.7217
H -2.3152 -0.9165 2.5450
H -1.9269 -0.7708 4.3088
C 0.3802 -2.1716 -5.5972
C -0.3844 -0.9892 -5.0235
C 0.1817 -0.5589 -3.7117
N -0.0434 -1.1656 -2.5658
N 0.6160 -0.5529 -1.5186
C 1.3076 0.4965 -1.9007
N 2.0261 1.2809 -1.0757
S 1.2041 0.8157 -3.5859
H -0.0571 -2.4785 -6.5525
H 0.3491 -3.0307 -4.9183
H 1.4318 -1.9184 -5.7698
H -1.4341 -1.2721 -4.8811
H -0.3768 -0.1639 -5.7450
H 1.8177 1.1856 -0.0875
H 2.2216 2.2294 -1.3709
O -0.3144 -1.8522 0.4782
C 1.8033 5.2038 -0.7985
C 1.1267 5.2261 0.4247
C 0.3378 4.1372 0.8094
C 0.2231 3.0207 -0.0309
C 0.9030 3.0023 -1.2562
C 1.6912 4.0921 -1.6387
Ge -0.8594 1.5076 0.4782
C -2.2831 1.2261 -0.7923
C -2.4833 2.1172 -1.8562
C -3.5206 1.8984 -2.7684
C -4.3603 0.7903 -2.6219
C -4.1636 -0.1002 -1.5624
C -3.1271 0.1166 -0.6492
C -1.5661 1.7395 2.2579
C -0.6847 1.8655 3.3400
C -1.1825 2.0344 4.6357
C -2.5625 2.0777 4.8550
C -3.4453 1.9523 3.7782
C -2.9496 1.7833 2.4814
H 2.4133 6.0471 -1.0951
H 1.2132 6.0874 1.0745
H -0.1815 4.1706 1.7570
H 0.8217 2.1454 -1.9128
H 2.2149 4.0750 -2.5857
H -1.8440 2.9801 -1.9812
H -3.6738 2.5880 -3.5884
H -5.1628 0.6222 -3.3284
H -4.8139 -0.9579 -1.4490
H -2.9817 -0.5780 0.1685
H 0.3855 1.8330 3.1790
H -0.4991 2.1317 5.4693
H -2.9473 2.2087 5.8580
H -4.5136 1.9867 3.9484
H -3.6449 1.6906 1.6587
```

***

5.
ORCA calculation (ωB97M-V/def2-TZVPD) on a 2-piece molecular cluster, C5H14NP overall.

Output
SMILES   C=PCCC.CN
Energy   -594.914487 a.u.
ΔE to the lowest compared entry with this formula, charge and spin   1.975 eV
LUMO   0.011 hartree
HOMO   -0.34296 hartree

Geometry as XYZ:
```
21
C5H14NP | the Open Molecules 2025 dataset | ωB97M-V/def2-TZVPD
C 1.2687 2.4871 1.0699
P 0.5380 2.0741 -0.4033
C 0.7225 0.2442 -0.4917
C 2.0537 -0.3159 0.1839
C 2.2508 -1.8131 -0.0150
H 1.7552 1.6871 1.6079
H 1.4195 3.5832 1.1907
H 0.7649 -0.0509 -1.5681
H -0.2263 -0.1206 -0.1376
H 2.9800 0.1453 -0.2497
H 1.9692 -0.0025 1.2019
H 1.2887 -2.2495 0.1555
H 2.7526 -2.1263 -0.9209
H 2.9133 -2.2477 0.7631
C -3.0369 -0.6216 -0.6752
N -3.8232 0.4663 -0.0556
H -2.0892 -1.0531 -0.1424
H -3.6546 -1.5653 -0.7105
H -2.7031 -0.2148 -1.6593
H -3.1543 1.3806 -0.0552
H -3.9897 0.3136 0.9115
```

***

6.
ORCA calculation (ωB97M-V/def2-TZVPD) on a 2-piece molecular cluster, C3H6O3 overall.

Output
Energy   -343.414921 a.u.
ΔE to the lowest compared entry with this formula, charge and spin   6.521 eV
LUMO (alpha / beta)   0.010 / 0.017 hartree
HOMO (alpha / beta)   -0.31157 / -0.28662 hartree

Geometry as XYZ:
```
12
C3H6O3 | the Open Molecules 2025 dataset | ωB97M-V/def2-TZVPD
C -1.0148 -0.7255 -0.6617
C -0.4313 0.2676 0.2765
C 2.4686 0.2881 0.1011
O -0.7173 -0.9541 0.7147
O -2.2846 -0.8520 -1.0361
O -0.9916 1.3628 0.7154
H -0.4195 -1.3975 -1.3545
H 2.2191 0.4371 1.0918
H 2.6510 1.1891 -0.6408
H 2.5194 -0.5886 -0.4357
H -2.6933 -0.2836 -0.4032
H -1.3058 1.2567 1.6325
```